Formula: C10H23CdF14N2O5P2S2
Source: the Open Molecules 2025 dataset
Level of theory: ωB97M-V with the def2-TZVPD basis set

Properties
Total charge ... -1
E_HOMO ... -6.84 eV
Orbital gap ... 3.50 eV

Cartesian coordinates (Å):
Cd: 1.831 -16.354 -18.436
C: 4.696 -17.031 -24.395
C: 4.263 -16.384 -23.052
O: 3.272 -17.017 -22.307
H: 5.496 -16.409 -24.795
H: 3.859 -16.889 -25.079
H: 4.795 -18.110 -24.280
H: 3.949 -15.368 -23.291
H: 5.236 -16.284 -22.570
C: -0.286 -23.106 -19.139
C: -1.685 -23.636 -18.887
C: -2.472 -23.981 -20.165
N: -3.921 -24.492 -19.970
C: -4.813 -23.290 -19.624
C: -4.403 -25.015 -21.369
C: -4.050 -26.541 -21.349
C: -3.865 -26.889 -19.875
C: -4.224 -25.682 -19.013
H: 0.277 -23.316 -18.229
H: -0.356 -22.019 -19.187
H: 0.303 -23.426 -19.999
H: -2.294 -22.903 -18.359
H: -1.807 -24.391 -18.111
H: -1.939 -24.733 -20.749
H: -2.459 -23.092 -20.795
H: -5.826 -23.653 -19.797
H: -4.615 -22.493 -20.341
H: -4.710 -23.018 -18.573
H: -5.472 -24.849 -21.496
H: -3.900 -24.502 -22.189
H: -4.670 -27.171 -21.988
H: -3.076 -26.469 -21.831
H: -4.571 -27.679 -19.619
H: -2.889 -27.294 -19.605
H: -5.240 -25.532 -18.648
H: -3.546 -25.579 -18.165
N: 3.040 -17.752 -15.338
S: 4.611 -18.318 -15.008
O: 4.770 -19.615 -14.344
O: 5.552 -17.241 -14.685
F: 5.007 -18.588 -16.592
S: 2.596 -17.906 -13.923
O: 3.269 -17.095 -12.944
O: 2.017 -19.152 -13.480
F: 1.260 -16.950 -14.083
P: -3.385 -16.711 -19.259
F: -2.633 -18.061 -19.821
F: -1.916 -16.209 -18.802
F: -3.344 -15.966 -20.684
F: -3.989 -15.369 -18.552
F: -4.921 -17.247 -19.541
F: -3.460 -17.599 -17.871
P: 3.074 -11.834 -17.929
F: 3.729 -11.520 -16.469
F: 3.902 -13.206 -17.976
F: 1.945 -12.729 -17.284
F: 2.480 -12.264 -19.307
F: 2.029 -10.598 -17.902
F: 4.192 -11.020 -18.793

Here are the Mulliken charges for atoms 1 to 4, given in e: number 1, Cd, carries 1.080; number 2, C, carries -0.928; number 3, C, carries -0.132; number 4, O, carries -0.453

***

Formula: C10H23CsN3O2
Source: the Open Molecules 2025 dataset
Level of theory: ωB97M-V with the def2-TZVPD basis set

Properties
Total charge ... +1
E_HOMO ... -10.99 eV
Orbital gap ... 8.04 eV

Cartesian coordinates (Å):
Cs: -3.458 -1.481 -0.856
C: -1.171 -1.893 0.952
C: -0.595 -0.503 1.227
C: 0.774 -0.788 1.970
C: 1.764 0.350 2.003
C: 2.024 0.921 0.609
C: 0.706 1.316 -0.112
N: -0.280 0.270 0.004
O: -1.471 0.499 -0.728
C: 0.181 2.729 0.268
C: 0.966 1.314 -1.660
C: -1.529 0.332 2.197
H: -2.109 -1.867 0.399
H: -1.454 -2.370 1.890
H: -0.490 -2.476 0.332
H: 0.664 -1.091 3.011
H: 1.305 -1.634 1.535
H: 2.674 0.022 2.505
H: 1.446 1.158 2.661
H: 2.701 0.432 -0.093
H: 2.631 1.804 0.810
H: -0.676 2.961 -0.364
H: -0.201 2.801 1.286
H: 0.967 3.478 0.167
H: 1.773 2.039 -1.770
H: 1.434 0.434 -2.100
H: 0.118 1.564 -2.298
H: -2.433 0.733 1.740
H: -0.985 1.192 2.589
H: -1.833 -0.364 2.979
H: -1.231 -0.115 -1.427
C: -0.711 -1.391 -2.191
O: -1.691 -1.129 -1.576
N: -0.127 -0.497 -2.972
N: -0.166 -2.553 -2.251
H: -0.569 0.408 -3.053
H: 0.796 -0.715 -3.320
H: 0.689 -2.631 -2.783
H: -0.433 -3.260 -1.582

Here are the Mulliken charges for atoms 1 to 4, given in e: number 1, Cs, carries 0.690; number 2, C, carries -1.417; number 3, C, carries 1.183; number 4, C, carries -1.150

***

Formula: C10H24BrN2OS
Source: the Open Molecules 2025 dataset
Level of theory: ωB97M-V with the def2-TZVPD basis set

Properties
Total charge ... +1
E_HOMO ... -12.00 eV
Orbital gap ... 8.75 eV

Cartesian coordinates (Å):
C: 4.354 2.254 1.795
C: 3.770 1.693 0.514
N: 3.430 2.403 -0.448
C: 3.556 0.206 0.417
S: 1.843 -0.307 0.270
C: 0.812 0.588 1.470
C: 0.561 2.062 1.074
C: -0.768 2.551 1.565
Br: -0.901 2.335 3.489
H: 3.555 2.736 2.348
H: 5.111 2.992 1.583
H: 4.720 1.455 2.426
H: 3.640 3.379 -0.250
H: 4.108 -0.181 -0.430
H: 3.966 -0.269 1.295
H: 1.417 0.135 -0.930
H: -0.120 0.054 1.565
H: 1.353 0.498 2.400
H: 0.647 2.151 0.003
H: 1.329 2.656 1.539
H: -1.606 2.100 1.060
H: -0.839 3.608 1.376
C: -3.288 -2.922 -0.198
C: -2.186 -1.883 -0.372
C: -2.438 -0.886 -1.514
O: -2.201 -1.393 -2.805
C: -3.264 -2.150 -3.368
N: -0.901 -2.578 -0.531
H: -3.239 -3.702 -0.956
H: -3.193 -3.410 0.771
H: -4.275 -2.459 -0.244
H: -2.143 -1.298 0.555
H: -1.727 -0.056 -1.396
H: -3.443 -0.450 -1.446
H: -4.240 -1.763 -3.064
H: -3.182 -3.204 -3.098
H: -3.182 -2.075 -4.451
H: -0.153 -1.891 -0.549
H: -0.884 -2.981 -1.466

Here are the Mulliken charges for atoms 1 to 4, given in e: number 1, C, carries -1.296; number 2, C, carries 0.703; number 3, N, carries -0.539; number 4, C, carries -0.893

***

Formula: C10H24EuN6O6S
Source: the Open Molecules 2025 dataset
Level of theory: ωB97M-V with the def2-TZVPD basis set

Properties
Expectation value of S² ... 15.856
E_HOMO (alpha / beta) ... -7.07 / -6.98 eV
Multiplicity ... 8
Orbital gap (alpha / beta) ... 7.31 / 4.15 eV

Cartesian coordinates (Å):
O: 0.718 -0.964 -4.237
H: 1.173 -1.115 -5.100
Eu: 0.209 0.034 -1.963
N: 0.067 2.027 -0.024
N: 1.994 1.782 -1.655
N: -1.130 -1.037 0.050
N: -0.199 -2.563 -1.822
O: -0.844 2.027 0.950
O: -1.650 -0.365 1.125
O: -0.070 -3.228 -2.913
O: 2.778 0.805 -1.874
C: 2.253 2.632 -0.589
C: 1.092 2.915 0.174
C: -1.405 -2.345 0.208
C: -0.900 -3.179 -0.821
C: 1.121 3.875 1.304
H: 1.721 3.433 2.108
H: 0.118 4.073 1.681
H: 1.582 4.822 1.004
C: 3.631 3.055 -0.253
H: 4.263 2.876 -1.128
H: 4.058 2.495 0.592
H: 3.664 4.121 0.002
C: -2.075 -2.969 1.356
C: -1.064 -4.629 -0.893
H: -2.354 -2.181 2.036
H: -1.406 -3.675 1.861
H: -2.966 -3.527 1.051
H: -0.609 -5.093 -1.782
H: -2.129 -4.891 -0.869
H: -0.603 -5.023 0.022
H: -1.371 0.614 0.961
H: 0.165 -1.783 -3.911
C: -1.845 0.854 -2.209
H: -1.588 1.950 -2.206
H: -2.616 0.333 -1.589
H: -1.679 0.372 -3.219
O: -3.421 2.933 -0.045
H: -4.068 2.699 0.596
H: -2.577 2.530 0.298
N: 0.432 0.448 2.838
C: 1.256 -0.491 2.350
N: 1.462 -1.574 3.140
S: 2.109 -0.371 0.876
H: -0.018 0.306 3.734
H: -0.019 1.139 2.196
H: 1.907 -2.354 2.681
H: 0.831 -1.793 3.908

Here are the Mulliken charges for atoms 1 to 4, given in e: number 1, O, carries -0.665; number 2, H, carries 0.292; number 3, Eu, carries 1.289; number 4, N, carries 0.800

***

Formula: C10H24MnO4PSSe3Te2
Source: the Open Molecules 2025 dataset
Level of theory: ωB97M-V with the def2-TZVPD basis set

Properties
Total charge ... +1
Expectation value of S² ... 0.937
E_HOMO (alpha / beta) ... -10.81 / -10.89 eV
Multiplicity ... 2
Orbital gap (alpha / beta) ... 4.73 / 4.85 eV

Cartesian coordinates (Å):
Mn: 0.479 2.103 0.273
Se: 1.506 2.768 2.343
Se: 0.031 3.748 3.704
Te: -2.078 3.939 2.407
Se: -1.265 3.654 0.111
C: 2.390 -1.584 0.751
C: 2.345 -0.880 -0.581
O: 2.304 0.544 -0.327
P: 2.136 1.641 -1.505
O: 2.060 2.894 -0.649
Te: -0.045 1.348 -2.355
O: 3.397 1.577 -2.418
C: 3.387 1.229 -3.837
C: 3.499 2.482 -4.666
H: 2.410 -2.663 0.598
H: 1.508 -1.329 1.341
H: 3.280 -1.299 1.311
H: 1.454 -1.150 -1.154
H: 3.231 -1.086 -1.183
H: 2.472 0.676 -4.055
H: 4.240 0.566 -3.964
H: 2.649 3.141 -4.487
H: 3.511 2.216 -5.723
H: 4.417 3.019 -4.433
C: -3.624 -1.077 -1.586
C: -3.121 -1.895 -0.403
C: -1.782 -1.399 0.141
S: -1.954 0.198 0.953
O: -0.499 0.666 1.143
C: -2.465 -0.274 2.621
C: -1.386 -0.895 3.513
C: -1.465 -2.412 3.652
H: -4.566 -1.477 -1.960
H: -2.903 -1.101 -2.405
H: -3.793 -0.032 -1.319
H: -2.981 -2.935 -0.702
H: -3.868 -1.918 0.396
H: -1.077 -1.196 -0.668
H: -1.324 -2.088 0.847
H: -3.327 -0.931 2.478
H: -2.841 0.662 3.037
H: -1.499 -0.449 4.503
H: -0.401 -0.581 3.160
H: -2.433 -2.720 4.049
H: -0.699 -2.768 4.340
H: -1.314 -2.934 2.708

Here are the Mulliken charges for atoms 1 to 4, given in e: number 1, Mn, carries -0.092; number 2, Se, carries 0.073; number 3, Se, carries -0.026; number 4, Te, carries 0.157